ORCA calculation (wB97M-V/def2-TZVPD) on a 2-piece molecular cluster, C3H10N2O2 overall.

Structure (XYZ):
```
17
Properties=species:S:1:pos:R:3:forces:R:3
C 1.604645 -0.297769 -1.471175 -0.52 -0.09 -0.30
C -0.834081 -0.389522 1.327654 0.24 0.15 -0.11
H 0.742853 -1.524387 1.459003 0.10 0.05 0.08
N 2.969318 -0.681223 -1.658167 0.08 0.11 -0.06
O 0.682870 -0.761977 -2.089249 0.13 0.07 -0.08
C -1.131017 0.895816 0.586566 -0.32 0.47 0.25
H 1.415293 0.489718 -0.738845 0.33 0.00 0.20
H -3.146853 0.717252 0.163914 -0.03 0.11 -0.10
H -1.197012 -0.301279 2.353035 -0.16 -0.08 -0.02
N -2.541427 1.273773 0.751897 0.30 -0.24 0.15
H 3.125895 -0.758770 -2.660507 -0.07 -0.13 0.01
H -2.653154 2.250266 0.521992 -0.21 -0.05 -0.11
H -0.828594 0.817123 -0.460562 0.10 -0.10 -0.01
H -0.559554 1.699768 1.057072 0.20 -0.11 -0.08
H -1.327709 -1.221078 0.816996 -0.06 -0.07 0.12
O 0.587432 -0.583626 1.336766 -0.22 -0.18 -0.08
H 3.091094 -1.624085 -1.296391 0.09 0.09 0.14
```
Positions in Å, forces in eV/Å.

* lowest unoccupied orbital energy: 0.0303 Ha
* ΔE to the lowest compared entry with this formula, charge and spin: 45.7 kcal/mol
* SMILES: NC=O.NCCO